No. 1
{"formula": "C2H9O3", "method": "ωB97M-V/def2-TZVPD", "charge": -1, "mol_weight_g_mol": 81.091, "gap_ev": 7.6, "lumo_energy_ev": 3.925, "de_lowest_kj_mol": 110.5, "e_homo_ev": -3.67, "symbols": ["C", "O", "C", "H", "H", "H", "H", "H", "H", "H", "O", "H", "H", "O"], "coordinates": [[-1.544, 0.296, 1.679], [-0.253, -0.097, 1.242], [-1.545, 1.843, 2.023], [-2.323, 0.091, 1.029], [-1.717, -0.382, 2.485], [-1.152, 2.541, 1.271], [-2.450, 2.243, 2.370], [-0.930, 2.107, 2.880], [1.695, -0.735, -2.594], [1.835, -1.886, -3.827], [2.156, -1.047, -3.387], [1.588, -0.670, -0.399], [-0.138, -0.383, 0.230], [0.863, -0.825, -1.061]], "forces_ev_per_angstrom": [[2.79, 1.64, 0.42], [-0.42, -0.12, -1.26], [1.32, -0.75, 0.35], [-1.45, -0.29, -1.97], [-0.54, 0.20, 1.46], [-0.23, -0.78, -0.47], [-2.01, 0.25, 0.05], [0.64, -0.64, 0.25], [-1.35, -0.89, 1.32], [0.06, 1.80, 1.69], [1.23, -1.11, -2.90], [-0.91, -0.28, -1.02], [0.31, 0.40, 0.93], [0.57, 0.56, 1.15]]}

***

No. 2
{"formula": "C69H93GeN3O3Ta", "method": "ωB97M-V/def2-TZVPD", "charge": 2, "mol_weight_g_mol": 1266.079, "gap_ev": [4.6, 5.4], "s2": 0.75, "lumo_energy_ev": [-6.961, -6.958], "multiplicity": 2, "e_homo_ev": [-11.58, -12.37], "symbols": ["Ta", "C", "C", "C", "C", "C", "C", "C", "C", "N", "C", "C", "N", "C", "C", "N", "C", "C", "C", "C", "C", "C", "C", "C", "C", "O", "C", "C", "C", "C", "C", "C", "C", "C", "C", "C", "C", "C", "C", "C", "C", "O", "C", "C", "C", "C", "C", "C", "C", "C", "C", "O", "C", "C", "C", "C", "C", "C", "H", "H", "H", "H", "H", "H", "H", "H", "H", "H", "H", "H", "H", "H", "H", "H", "H", "H", "H", "H", "H", "H", "H", "H", "H", "H", "H", "H", "H", "H", "H", "H", "H", "H", "H", "H", "H", "H", "H", "H", "H", "H", "H", "H", "H", "H", "H", "H", "H", "H", "H", "H", "H", "H", "H", "H", "H", "H", "H", "H", "H", "H", "H", "H", "H", "H", "H", "H", "H", "H", "H", "H", "H", "H", "H", "H", "H", "H", "C", "C", "C", "C", "C", "C", "Ge", "C", "C", "C", "C", "C", "C", "C", "C", "C", "C", "C", "C", "H", "H", "H", "H", "H", "H", "H", "H", "H", "H", "H", "H", "H", "H", "H"], "coordinates": [[-0.138, -0.101, -0.376], [-5.492, -6.134, -0.999], [-5.404, -5.297, 0.286], [-6.768, -4.645, 0.531], [-5.083, -6.195, 1.487], [-4.298, -4.276, 0.097], [-4.557, -2.922, -0.049], [-3.535, -2.005, -0.232], [-3.904, -0.563, -0.451], [-3.203, 0.107, -1.554], [-3.122, -0.701, -2.765], [-2.182, -0.076, -3.801], [-0.814, 0.091, -3.279], [-0.304, 1.458, -3.434], [-1.186, 2.585, -2.862], [-1.587, 2.495, -1.437], [-3.048, 2.589, -1.306], [-3.836, 1.392, -1.840], [-1.027, 3.630, -0.700], [0.107, 2.973, 1.700], [0.470, 3.878, 2.790], [0.107, 3.676, 4.077], [-0.683, 2.513, 4.393], [-0.920, 1.491, 3.546], [-0.111, 1.530, 2.246], [-0.578, 0.757, 1.181], [-1.796, 0.330, 4.022], [-1.044, -0.433, 5.129], [-2.217, -0.666, 2.937], [-3.108, 0.862, 4.631], [0.428, 4.647, 5.197], [1.078, 5.933, 4.678], [-0.864, 5.033, 5.935], [1.394, 3.968, 6.179], [0.026, -0.883, -3.995], [1.484, -1.121, -3.662], [2.179, -1.732, -4.697], [3.493, -2.150, -4.560], [4.103, -1.861, -3.351], [3.472, -1.226, -2.282], [2.107, -0.893, -2.422], [1.331, -0.380, -1.427], [4.371, -1.014, -1.063], [5.686, -0.345, -1.505], [3.776, -0.107, 0.010], [4.664, -2.377, -0.418], [4.178, -2.922, -5.676], [5.653, -3.210, -5.379], [4.104, -2.132, -6.989], [3.435, -4.255, -5.844], [-2.200, -2.438, -0.270], [-1.244, -1.503, -0.393], [-1.912, -3.819, -0.221], [-2.973, -4.689, -0.022], [-0.492, -4.339, -0.434], [0.022, -3.833, -1.791], [-0.422, -5.870, -0.474], [0.432, -3.865, 0.697], [-6.306, -6.849, -0.923], [-4.571, -6.681, -1.182], [-5.683, -5.487, -1.854], [-7.508, -5.420, 0.710], [-7.097, -4.073, -0.333], [-6.743, -3.997, 1.404], [-5.889, -6.906, 1.645], [-4.977, -5.593, 2.387], [-4.167, -6.759, 1.339], [-5.571, -2.559, -0.027], [-3.701, 0.023, 0.451], [-4.990, -0.534, -0.622], [-4.111, -0.826, -3.234], [-2.746, -1.690, -2.499], [-2.573, 0.881, -4.147], [-2.184, -0.734, -4.676], [-0.162, 1.700, -4.501], [0.684, 1.491, -2.962], [-2.089, 2.668, -3.468], [-0.626, 3.511, -3.042], [-3.425, 3.494, -1.805], [-3.269, 2.704, -0.245], [-3.985, 1.503, -2.915], [-4.837, 1.444, -1.393], [-1.559, 4.536, -1.045], [0.024, 3.764, -0.990], [0.920, 4.815, 2.491], [-1.137, 2.496, 5.368], [-0.089, -0.814, 4.779], [-1.649, -1.273, 5.462], [-0.857, 0.207, 5.987], [-1.384, -1.200, 2.486], [-2.768, -0.165, 2.147], [-2.877, -1.411, 3.377], [-2.944, 1.610, 5.398], [-3.644, 0.035, 5.092], [-3.746, 1.288, 3.862], [0.420, 6.448, 3.981], [2.028, 5.726, 4.191], [1.274, 6.601, 5.512], [-1.645, 5.307, 5.229], [-0.672, 5.885, 6.581], [-1.230, 4.226, 6.563], [2.366, 3.812, 5.716], [1.015, 3.003, 6.505], [1.531, 4.595, 7.056], [0.007, -0.627, -5.068], [-0.475, -1.851, -3.882], [1.654, -1.913, -5.621], [5.126, -2.150, -3.214], [5.479, 0.527, -2.120], [6.332, -1.014, -2.063], [6.245, -0.020, -0.630], [3.591, 0.885, -0.413], [4.491, 0.006, 0.823], [2.857, -0.525, 0.420], [5.106, -3.067, -1.132], [3.745, -2.821, -0.038], [5.362, -2.254, 0.407], [6.209, -2.288, -5.223], [6.095, -3.720, -6.231], [5.771, -3.856, -4.513], [4.581, -1.160, -6.882], [3.077, -1.982, -7.311], [4.622, -2.681, -7.770], [3.458, -4.828, -4.920], [3.904, -4.843, -6.627], [2.396, -4.089, -6.118], [-2.760, -5.741, 0.029], [-0.651, -4.159, -2.583], [1.008, -4.242, -1.996], [0.091, -2.747, -1.812], [-1.051, -6.269, -1.267], [-0.711, -6.310, 0.476], [0.601, -6.173, -0.682], [0.531, -2.776, 0.708], [1.422, -4.296, 0.563], [0.044, -4.197, 1.658], [4.203, 5.526, -2.203], [3.688, 5.932, -0.982], [2.873, 5.081, -0.256], [2.560, 3.813, -0.742], [3.104, 3.414, -1.968], [3.910, 4.266, -2.701], [1.545, 2.323, 0.198], [1.278, 0.978, 2.677], [1.422, -0.401, 2.824], [2.601, -0.962, 3.283], [3.682, -0.159, 3.605], [3.575, 1.206, 3.430], [2.393, 1.773, 2.970], [-1.097, 3.716, 0.858], [-2.236, 3.133, 1.580], [-2.954, 3.848, 2.509], [-2.716, 5.196, 2.732], [-1.716, 5.858, 1.997], [-0.963, 5.182, 1.099], [4.848, 6.187, -2.761], [3.929, 6.910, -0.591], [2.472, 5.403, 0.695], [2.886, 2.419, -2.347], [4.318, 3.941, -3.647], [0.594, -1.055, 2.590], [2.672, -2.031, 3.410], [4.592, -0.596, 3.978], [4.412, 1.849, 3.651], [2.348, 2.853, 2.912], [-2.426, 2.078, 1.452], [-3.740, 3.360, 3.061], [-3.322, 5.747, 3.433], [-1.581, 6.921, 2.130], [-0.218, 5.702, 0.512]], "forces_ev_per_angstrom": [[0.01, 1.26, -1.98], [-0.05, 0.07, 0.16], [-0.14, -0.18, -0.05], [0.26, -0.09, -0.05], [-0.03, 0.13, -0.14], [-0.01, 0.19, -0.01], [0.20, -0.20, 0.07], [0.65, 0.20, -0.10], [-0.04, 0.07, -0.02], [-0.17, 0.05, -0.13], [0.21, 0.17, -0.29], [-0.35, -0.22, 0.36], [0.26, 0.05, 0.46], [-0.08, 0.08, 0.11], [0.19, -0.27, -0.26], [0.19, 0.00, 0.44], [-0.19, -0.30, 0.04], [0.25, 0.15, 0.17], [-0.18, 0.02, -0.41], [0.84, -0.28, 0.20], [-0.19, 0.10, 0.54], [0.30, 0.38, -0.53], [-0.15, -0.51, -0.34], [-0.18, 0.27, 0.06], [0.71, 0.53, 0.59], [-1.03, 0.81, 2.25], [-0.17, -0.31, 0.15], [-0.06, 0.05, -0.08], [0.13, 0.04, 0.05], [0.26, -0.06, -0.05], [0.16, 0.19, 0.07], [-0.10, -0.29, 0.10], [0.17, -0.09, -0.02], [-0.12, 0.07, -0.13], [-0.10, -0.15, -0.08], [-0.01, 0.22, 0.22], [0.12, 0.12, 0.31], [0.03, 0.08, 0.22], [-0.30, 0.00, -0.24], [-0.34, 0.18, 0.25], [0.74, -0.57, -1.15], [1.54, -0.42, -0.79], [0.04, 0.06, 0.25], [-0.11, -0.11, 0.07], [-0.06, -0.10, -0.10], [-0.03, 0.17, -0.05], [0.07, -0.08, -0.13], [-0.28, 0.06, -0.04], [0.00, -0.06, 0.18], [0.13, 0.14, -0.01], [-1.73, -1.40, 0.34], [-0.78, -1.33, -0.13], [0.34, 0.46, -0.04], [-0.10, 0.20, 0.03], [0.20, -0.04, -0.06], [-0.04, 0.05, 0.15], [-0.06, 0.28, 0.00], [-0.12, 0.04, -0.13], [-0.09, -0.13, -0.01], [0.11, -0.08, -0.04], [-0.02, 0.02, -0.11], [-0.08, -0.08, 0.02], [-0.08, 0.11, -0.08], [-0.05, 0.11, 0.10], [-0.09, -0.10, 0.01], [0.02, 0.02, 0.14], [0.13, -0.08, 0.01], [-0.13, 0.08, -0.02], [-0.09, 0.04, 0.04], [0.04, 0.03, 0.08], [0.01, -0.12, 0.02], [-0.05, 0.02, -0.12], [0.04, -0.09, -0.03], [0.05, 0.13, 0.03], [0.05, 0.01, 0.06], [-0.02, 0.04, -0.08], [0.01, 0.07, 0.02], [-0.08, -0.01, 0.04], [0.06, 0.06, 0.04], [-0.11, -0.01, -0.16], [-0.01, -0.01, 0.04], [0.01, 0.01, -0.10], [0.25, -0.05, -0.05], [-0.14, 0.10, 0.02], [0.10, 0.11, 0.16], [-0.08, -0.08, 0.15], [0.05, -0.05, 0.02], [-0.06, -0.12, 0.05], [0.03, 0.09, 0.10], [0.00, -0.04, -0.01], [-0.05, -0.02, -0.09], [-0.07, -0.05, 0.07], [0.00, 0.10, 0.12], [-0.09, -0.08, 0.01], [-0.16, 0.07, -0.13], [-0.05, 0.14, -0.12], [0.14, 0.03, -0.11], [0.03, 0.07, 0.06], [-0.13, 0.08, -0.04], [-0.01, 0.07, 0.10], [-0.11, -0.08, 0.07], [0.12, -0.04, -0.04], [-0.05, -0.13, 0.09], [0.04, 0.05, 0.11], [-0.10, -0.11, 0.11], [-0.04, 0.11, -0.07], [-0.12, 0.00, -0.18], [0.22, -0.06, 0.02], [0.02, 0.13, -0.08], [0.06, -0.06, -0.11], [0.07, 0.03, 0.13], [-0.03, 0.01, 0.03], [0.04, 0.01, 0.03], [0.04, 0.13, 0.05], [0.03, -0.08, -0.07], [-0.08, -0.08, 0.05], [0.07, 0.00, 0.13], [0.12, 0.09, 0.06], [0.04, -0.07, -0.06], [0.06, -0.05, 0.14], [0.04, 0.12, -0.02], [-0.12, 0.05, -0.07], [0.04, -0.05, -0.14], [0.00, -0.09, 0.11], [0.04, -0.11, -0.11], [-0.14, -0.02, -0.04], [0.03, -0.18, 0.00], [-0.05, 0.00, -0.13], [0.15, 0.00, -0.03], [0.06, -0.10, -0.10], [-0.08, -0.11, -0.05], [-0.07, -0.12, 0.10], [0.10, -0.02, 0.00], [0.06, -0.04, 0.08], [0.15, 0.00, 0.00], [-0.01, 0.02, 0.14], [0.04, -0.09, -0.04], [-0.07, 0.11, 0.09], [-0.15, 0.00, 0.11], [-0.15, -0.83, 0.90], [-0.27, -0.35, 0.11], [-0.02, 0.07, -0.04], [-0.21, 1.27, -0.41], [0.14, -0.02, -0.30], [-0.06, -0.18, -0.11], [-0.16, -0.01, 0.03], [0.00, 0.14, -0.01], [0.14, -0.13, -0.02], [0.09, 0.28, -0.22], [-0.73, 0.43, -0.32], [0.53, 0.17, -0.02], [-0.41, 0.21, 0.31], [0.22, -0.69, -0.42], [0.27, 0.42, -0.48], [-0.29, -0.18, 0.18], [0.06, 0.09, -0.07], [0.01, 0.05, 0.01], [0.04, 0.09, 0.17], [0.09, -0.04, -0.06], [0.03, 0.00, -0.07], [-0.03, -0.03, 0.00], [-0.03, -0.15, -0.03], [0.15, -0.05, 0.05], [0.10, 0.09, 0.05], [0.10, -0.19, -0.04], [-0.12, -0.01, -0.10], [-0.04, -0.11, 0.09], [-0.09, 0.05, 0.15], [0.05, 0.08, -0.01], [0.07, 0.07, -0.07]]}

***

No. 3
{"formula": "C2H3B3F12NNi", "method": "ωB97M-V/def2-TZVPD", "charge": -1, "mol_weight_g_mol": 360.158, "gap_ev": [11.4, 10.9], "s2": 2.00, "lumo_energy_ev": [2.528, 2.033], "de_lowest_kj_mol": 0.0, "multiplicity": 3, "e_homo_ev": [-8.89, -8.89], "symbols": ["Ni", "B", "F", "F", "F", "F", "B", "F", "F", "F", "F", "B", "F", "F", "F", "F", "C", "C", "N", "H", "H", "H"], "coordinates": [[-0.074, -0.250, -0.790], [1.942, -2.562, -0.801], [2.732, -1.390, -0.851], [0.561, -2.108, -0.667], [2.044, -3.276, -1.984], [2.247, -3.314, 0.319], [-2.597, -0.597, -0.113], [-2.261, -1.343, 1.019], [-3.930, -0.554, -0.405], [-2.010, 0.694, 0.050], [-1.852, -1.152, -1.232], [0.763, 1.361, -2.285], [1.290, 1.305, -0.937], [1.382, 2.278, -3.066], [0.828, 0.011, -2.732], [-0.628, 1.575, -2.099], [-0.171, 1.903, 3.090], [0.141, 0.856, 2.140], [0.362, 0.039, 1.372], [-0.554, 1.494, 4.022], [-0.937, 2.542, 2.654], [0.723, 2.489, 3.295]], "forces_ev_per_angstrom": [[0.19, -0.89, 0.48], [1.13, 0.29, -0.17], [-0.38, -0.33, 0.07], [-0.37, 0.20, 0.01], [-0.10, -0.02, 0.20], [-0.10, -0.06, -0.08], [-0.06, -0.32, 0.58], [-0.42, 0.09, -0.30], [0.09, 0.05, 0.10], [-0.23, 0.27, -0.03], [0.23, 0.10, -0.02], [-0.16, 0.44, -0.46], [0.16, 0.09, -0.10], [-0.04, -0.19, 0.10], [0.05, 0.02, -0.03], [0.21, 0.29, -0.02], [-0.02, 0.20, 0.10], [-0.01, -0.19, 0.11], [-0.20, 0.04, -0.47], [0.03, -0.14, -0.03], [0.03, 0.02, -0.03], [-0.02, 0.03, -0.01]]}

***

No. 4
{"formula": "C4H13NO", "method": "ωB97M-V/def2-TZVPD", "charge": 1, "mol_weight_g_mol": 91.154, "gap_ev": [12.3, 6.7], "s2": 0.76, "lumo_energy_ev": [-3.493, -8.995], "de_lowest_kj_mol": 166.7, "multiplicity": 2, "e_homo_ev": [-15.81, -15.71], "symbols": ["C", "N", "C", "C", "C", "H", "H", "H", "H", "H", "H", "H", "H", "H", "H", "H", "H", "H", "O"], "coordinates": [[-1.813, 0.515, 0.129], [-0.458, 0.419, 0.650], [0.697, 1.054, -1.529], [0.615, 0.150, -0.263], [0.765, -1.331, -0.636], [-2.103, 1.327, -0.590], [-2.349, 0.609, 1.066], [-2.165, -0.369, -0.398], [-0.187, 1.254, 1.182], [1.763, 1.055, -1.800], [0.440, 2.068, -1.297], [0.101, 0.751, -2.419], [1.555, 0.215, 0.331], [1.526, -1.817, -1.250], [-0.158, -1.619, -1.170], [0.633, -1.968, 0.253], [0.490, -0.419, 3.264], [0.116, -0.730, 1.834], [0.531, -1.164, 2.640]], "forces_ev_per_angstrom": [[-0.91, -0.71, 1.03], [-0.14, 2.57, -3.45], [-0.11, -0.02, -0.40], [3.79, -2.03, -0.03], [-3.34, -2.08, -0.10], [1.04, 0.07, 0.81], [-0.97, 0.30, -0.22], [0.51, -0.41, 0.17], [-0.40, -0.49, 0.67], [-0.36, -0.15, 0.05], [-0.15, 0.66, 0.19], [0.26, -0.22, 0.90], [-0.63, 1.10, -0.17], [0.62, 1.28, 0.18], [0.14, 0.14, -0.24], [0.62, 0.37, 0.02], [0.21, -0.52, 0.31], [0.57, -1.28, 1.31], [-0.76, 1.44, -1.05]]}